[1]
7 unconnected molecules or ions with the total composition C27H66N2O11 at a distorted geometry, computed with wB97M-V/def2-TZVPD.

```
106
Properties=species:S:1:pos:R:3:forces:R:3:mulliken_charge:R:1
C 0.061 -5.195 4.885 0.2225 -0.1902 0.8948 -1.766
C 0.135 -3.709 4.490 0.1387 -0.1385 0.0406 1.358
C -1.007 -2.888 5.146 -0.7688 -0.7580 -0.8097 -1.433
C 1.440 -2.977 4.936 -0.9112 0.0555 -1.2483 -0.968
C 2.647 -3.411 4.149 -0.1133 -0.5634 1.1544 -0.931
C 2.429 -3.321 2.662 0.5007 -0.4307 -0.2824 -1.119
C 1.109 -3.894 2.072 0.3614 -2.8089 1.5798 1.665
C 0.912 -3.227 0.757 -1.2946 0.7700 -0.1075 -1.912
C 1.278 -5.474 1.815 0.3699 0.4395 0.1539 -1.824
N -0.015 -3.604 3.013 0.4326 1.6189 -0.9640 1.106
O -1.257 -4.126 2.504 1.2289 -0.5458 0.8443 -0.616
H 0.025 -5.343 5.965 -0.0705 0.3233 0.2885 0.430
H -0.836 -5.689 4.512 -0.0078 0.2499 -0.3174 0.333
H 0.923 -5.791 4.586 0.0152 0.2503 -0.2843 0.291
H -1.842 -3.584 5.222 -0.4097 0.3160 0.0631 0.425
H -0.877 -2.416 6.119 0.6772 -0.4242 0.0957 0.310
H -1.276 -2.079 4.467 -0.0723 -0.0434 -0.0745 0.048
H 1.257 -1.937 4.664 -0.1048 0.3362 0.3420 0.148
H 1.534 -3.070 6.018 0.1176 -0.0206 -0.0500 0.501
H 3.518 -2.821 4.435 0.0696 0.0886 -0.0465 0.450
H 2.850 -4.418 4.512 0.3052 -0.3680 -0.4631 0.369
H 3.280 -3.838 2.218 -0.1156 -0.3639 -0.3567 0.410
H 2.620 -2.302 2.326 -0.6137 0.3300 0.1158 0.336
H 0.882 -2.177 1.048 0.2648 0.3829 -0.7891 0.199
H -0.068 -3.458 0.338 -0.0655 -0.2229 -0.0680 0.419
H 1.661 -3.489 0.009 0.2093 0.2280 0.2372 0.438
H 1.535 -6.077 2.685 0.0877 0.4040 0.2581 0.318
H 2.103 -5.630 1.120 0.1272 0.1628 -0.1488 0.452
H 0.432 -6.008 1.382 -0.4001 0.6066 -0.0600 0.345
H -1.757 -3.353 2.231 -0.2596 0.3116 -0.0896 0.347
C 1.211 3.712 -0.318 1.0591 -0.2767 -0.2452 -1.372
C 0.118 4.771 -0.438 0.5769 0.5641 -0.7100 1.956
C -0.894 4.558 0.651 -1.4359 -0.4503 0.2479 -1.854
C 0.757 6.161 -0.151 -0.0116 -0.3982 -0.2797 -1.339
C 1.649 6.640 -1.266 -0.5133 -0.1156 -0.6623 -0.664
C 0.902 6.621 -2.630 0.8875 -0.9404 1.0949 -1.184
C 0.223 5.242 -2.985 0.4836 1.4371 -0.7750 1.717
C -0.736 5.626 -4.156 -0.6424 -0.4532 0.5844 -1.891
C 1.249 4.207 -3.517 0.1447 -0.1343 -0.1761 -1.796
N -0.524 4.784 -1.823 0.2395 2.2239 1.7352 0.218
O -1.181 3.615 -2.070 -0.7100 -1.1663 -0.0784 -0.467
H 1.469 3.496 0.719 -0.1456 0.0431 0.0497 0.517
H 1.069 2.748 -0.806 -0.6561 -0.0653 0.0399 0.081
H 2.134 4.044 -0.794 0.0941 0.2360 0.1089 0.296
H -1.615 3.767 0.444 0.0925 -0.1901 -0.2293 0.330
H -0.437 4.265 1.596 0.2450 0.2052 -0.0635 0.365
H -1.508 5.440 0.828 0.0960 0.1492 -0.0657 0.437
H 0.022 6.937 0.060 -0.4645 -0.2301 -0.1851 0.438
H 1.348 6.104 0.764 0.0006 -0.2913 0.1675 0.357
H 1.902 7.670 -1.017 0.4780 0.0064 -0.2501 0.417
H 2.543 6.018 -1.309 0.2024 0.2074 -0.0742 0.320
H 1.647 6.827 -3.398 -0.2159 0.1730 -0.2698 0.384
H 0.176 7.433 -2.583 -0.2107 -0.2191 -0.2767 0.427
H -1.241 6.570 -3.950 0.2273 0.1256 0.0598 0.411
H -1.568 4.929 -4.259 0.2271 -0.3908 -0.0615 0.372
H -0.221 5.699 -5.114 0.1225 0.0179 0.1215 0.338
H 0.812 3.223 -3.684 -0.2280 -0.1140 0.3503 0.432
H 2.128 4.077 -2.885 -0.1001 0.0487 0.0814 0.252
H 1.609 4.420 -4.524 0.0234 0.6179 0.0226 0.614
H -0.501 3.000 -2.354 0.3057 -0.8244 -0.3330 0.173
O -3.329 -2.396 1.720 1.0962 -0.7050 0.7802 -0.426
C -4.087 -2.263 0.552 -0.4294 1.3251 0.2142 -0.355
C -4.331 -0.795 0.296 -0.0085 0.8499 0.2881 -0.273
O -5.326 -0.151 1.122 -0.2163 -0.4582 -1.0675 -0.548
H -3.759 -2.050 2.506 -0.2340 0.0661 -0.1240 0.208
H -3.479 -2.622 -0.279 -0.1155 -0.4469 0.1165 0.197
H -5.045 -2.770 0.671 -0.0236 -0.3254 -0.4011 0.283
H -4.560 -0.660 -0.761 -0.7676 0.1675 0.0793 0.330
H -3.411 -0.227 0.431 0.3013 -0.2497 0.1513 0.161
H -5.293 -0.403 2.047 0.4375 -0.1205 -0.0530 0.322
O -1.785 1.019 2.107 -0.2654 -0.8063 1.0385 -0.691
C -0.789 0.247 2.764 0.1737 1.4134 0.8574 -0.214
C 0.577 0.862 2.535 -0.1153 -1.2841 0.7513 -0.826
O 1.117 0.499 1.301 0.7021 -0.0389 -0.5033 -0.534
H -1.612 0.867 1.175 -0.3697 0.3810 -0.3798 0.413
H -0.922 0.363 3.840 -0.5083 -0.1038 0.1651 0.588
H -0.799 -0.823 2.555 -0.0515 -0.1487 -0.3647 0.115
H 1.214 0.404 3.292 0.3775 0.3095 0.1895 0.643
H 0.503 1.939 2.687 0.0929 0.1897 -0.0304 0.110
H 0.374 0.483 0.694 0.0274 0.2552 -0.4292 0.353
O 0.733 -4.574 -4.353 -0.2154 0.1277 -0.0463 -0.568
C -0.005 -3.948 -3.321 -0.8989 -0.0709 0.3537 0.084
C -1.402 -3.579 -3.850 0.7010 0.0875 -1.0149 -0.497
O -2.227 -3.194 -2.811 -0.4416 0.4791 2.1101 -0.394
H 1.631 -4.714 -4.044 0.0215 -0.0166 0.0171 0.333
H -0.145 -4.590 -2.451 0.0714 -0.2980 0.0788 0.232
H 0.478 -3.041 -2.956 0.1286 0.1039 -0.0775 0.012
H -1.892 -4.406 -4.364 0.5204 -0.1878 -0.4191 0.398
H -1.260 -2.718 -4.502 -0.0350 -0.1435 -0.6196 0.311
H -3.099 -2.919 -3.104 0.1552 -0.0960 -0.3176 0.270
O 0.553 0.992 -2.674 -1.5094 -0.4036 1.1747 -0.493
C 0.281 -0.252 -1.938 -1.0793 0.6413 -1.3217 -0.627
C -1.101 -0.148 -1.203 1.3104 -0.1215 -0.4952 -0.570
O -1.031 0.908 -0.294 -0.2039 0.6319 0.0336 -0.304
H 1.484 1.074 -2.892 0.6111 -0.2215 0.1205 0.134
H 0.154 -0.990 -2.729 0.2707 -0.4969 0.3275 0.518
H 1.112 -0.468 -1.266 -0.1877 -0.1449 0.1219 0.499
H -1.325 -0.999 -0.560 0.3910 -0.4728 -0.3613 0.128
H -1.959 -0.036 -1.867 0.2102 0.1186 -0.4075 0.412
H -0.849 1.750 -0.719 -0.0576 0.4223 -0.3135 -0.089
C 2.882 1.155 -5.102 -0.2596 -0.1266 -0.1123 -0.563
O 3.094 1.133 -3.694 0.1985 -0.0606 0.0227 -0.534
H 2.754 2.168 -5.483 -0.0318 0.1075 0.0935 0.204
H 3.677 0.677 -5.674 0.1038 -0.1119 0.1824 0.356
H 1.959 0.595 -5.254 0.0342 0.0968 -0.1835 0.214
H 4.012 1.303 -3.472 -0.0041 0.0957 -0.0610 0.270
```
Positions in Å, forces in eV/Å.

The LUMO energy comes out at 0.23 eV. The HOMO-LUMO gap is 8.2 eV. As for the SMILES: CC1(C)CCCC(C)(C)N1O.CC1(C)CCCC(C)(C)N1O.OCCO.OCCO.OCCO.OCCO.CO. The value obtained for the HOMO energy is -0.2911 hartree.

[2]
A molecular structure, C10H15N3O at a distorted geometry, computed with wB97M-V/def2-TZVPD.

```
29
Properties=species:S:1:pos:R:3:forces:R:3:mulliken_charge:R:1
C -0.725 1.655 -0.630 -1.8722 2.7946 -0.4560 -0.483
C -1.945 1.107 -0.503 1.3406 -0.8918 -0.1279 -0.790
C -0.981 -1.218 -0.578 0.2076 1.2850 0.5861 -1.326
C 0.179 -0.573 -0.533 1.9403 -1.4968 -1.4150 -0.030
C 0.406 0.838 -0.474 1.5128 -2.1172 0.9628 0.938
C -2.167 -0.348 -0.115 -0.7146 -1.0378 -2.2111 1.841
C -3.487 -0.851 -0.838 -0.5184 0.8354 4.4777 -1.934
C -2.387 -0.300 1.392 -3.6216 0.4491 -1.0338 -1.406
C 3.850 0.822 -0.579 -0.4733 0.8467 2.9149 -0.824
C 2.495 -0.068 1.452 0.2861 -1.8226 -0.7024 -0.789
N 1.605 1.291 -0.305 -0.9039 1.7452 0.1055 -0.997
N 2.318 -1.107 -0.982 -2.5760 -2.6268 0.9803 0.159
N 2.558 0.352 0.029 1.3724 -0.8853 0.2893 0.553
O 2.467 -2.134 -0.383 0.6690 1.6634 -0.9326 -0.388
H -0.550 2.755 -0.769 -0.4072 -1.1328 -0.0367 0.331
H -2.873 1.603 -0.608 -0.5534 1.0992 0.0376 0.392
H -1.118 -2.233 -0.995 0.0479 0.4946 0.6322 0.400
H -4.258 -0.089 -0.650 0.1452 0.0931 -0.3929 0.438
H -3.942 -1.707 -0.297 0.6778 0.0346 -0.3794 0.388
H -3.426 -1.049 -1.833 0.4880 -0.5108 -2.8676 0.504
H -3.513 0.135 1.462 2.5684 -0.8310 0.4902 0.313
H -1.698 0.387 1.803 0.6628 0.4603 0.9157 0.413
H -2.375 -1.287 1.820 0.0807 -0.2778 0.3733 0.389
H 3.800 1.916 -0.297 0.8849 -1.1199 -0.8760 0.336
H 4.745 0.268 -0.206 -0.8932 0.5291 0.0850 0.259
H 3.730 0.576 -1.593 0.0142 0.3400 -1.5199 0.371
H 3.415 -0.746 1.719 -1.5068 1.9399 -0.3164 0.279
H 2.225 0.820 2.049 0.6349 -0.6428 0.0894 0.345
H 1.655 -0.817 1.442 0.5072 0.7832 0.3277 0.318
```
Positions in Å, forces in eV/Å.

The LUMO energy (spin up / spin down) comes out at 0.06 / 0.03 eV. The HOMO-LUMO gap (spin up / spin down) is 7.1 / 7.1 eV. The value obtained for the HOMO energy (spin up / spin down) is -0.2596 / -0.2581 hartree.